[1]
{
  "formula": "C6H12O",
  "method": "ωB97M-V/def2-TZVPD",
  "symbols": ["C", "C", "C", "C", "C", "C", "O", "H", "H", "H", "H", "H", "H", "H", "H", "H", "H", "H", "H"],
  "xyz": [[-0.002614, 0.323317, 2.550686], [-0.751715, 0.509354, 1.231775], [-0.316610, -0.476735, 0.139225], [-0.558273, 0.030988, -1.282974], [-0.031515, -0.926131, -2.349503], [2.163926, 1.432791, -0.195483], [2.807349, 0.777455, -0.863678], [-0.402861, 0.977535, 3.332762], [-0.065316, -0.710165, 2.911482], [1.059286, 0.570685, 2.428125], [-1.832090, 0.406524, 1.397503], [-0.592215, 1.538575, 0.882336], [0.748800, -0.719107, 0.260191], [-1.632009, 0.209318, -1.428670], [-0.847743, -1.429978, 0.266279], [-0.262840, -0.569027, -3.358596], [-0.467449, -1.926296, -2.241752], [1.057900, -1.029534, -2.270566], [-0.074011, 1.010431, -1.409144]],
  "forces_ev_per_angstrom": [[0.0, 0.0, 0.0], [-0.1, 0.0, 0.0], [0.0, 0.0, 0.0], [0.0, 0.0, 0.0], [0.0, 0.0, 0.0], [0.9, -0.7, -0.8], [-0.7, 0.8, 0.8], [0.0, -0.1, -0.1], [0.0, 0.1, -0.1], [-0.2, -0.1, 0.0], [0.1, 0.0, 0.0], [0.0, -0.2, 0.0], [-0.1, 0.1, 0.0], [0.1, 0.0, 0.0], [0.1, 0.1, 0.0], [0.0, 0.0, 0.1], [0.0, 0.1, 0.0], [-0.2, 0.0, 0.0], [-0.1, -0.1, 0.0]],
  "orbital_gap_ev": 12.32,
  "mol_weight_g_mol": 100.2,
  "de_lowest_kj_mol": 42.8,
  "total_charge": 0,
  "e_homo_ev": -11.16,
  "multiplicity": 1
}

=====

[2]
{
  "formula": "C41H41N8O2P2Zr",
  "method": "ωB97M-V/def2-TZVPD",
  "symbols": ["Zr", "C", "C", "N", "C", "C", "N", "C", "C", "C", "C", "C", "N", "C", "C", "N", "C", "C", "N", "C", "C", "C", "N", "C", "C", "H", "H", "H", "H", "H", "H", "H", "H", "H", "H", "H", "H", "C", "O", "C", "O", "N", "N", "H", "H", "H", "H", "H", "H", "C", "C", "C", "C", "C", "C", "P", "C", "C", "C", "C", "C", "C", "C", "C", "C", "C", "C", "C", "H", "H", "H", "H", "H", "H", "H", "H", "H", "H", "H", "H", "H", "H", "C", "P", "C", "C", "H", "H", "H", "H", "H", "H", "H", "H", "H"],
  "xyz": [[0.353695, 0.066468, -0.172146], [5.008824, -0.523924, -1.227033], [3.652745, -0.487990, -1.518408], [2.817184, 0.356743, -0.909013], [3.392699, 1.254921, -0.091982], [4.744664, 1.174044, 0.240783], [5.536113, 0.265715, -0.300572], [2.530359, 2.363510, 0.330188], [3.041143, 3.628319, 0.527949], [2.174369, 4.700962, 0.774362], [0.817408, 4.389928, 0.905531], [0.387715, 3.083858, 0.784302], [1.219123, 2.076724, 0.425495], [-0.943677, 2.640263, 1.213569], [-1.924288, 3.487496, 1.726065], [-3.041379, 3.024361, 2.259315], [-3.174689, 1.709701, 2.358722], [-2.213269, 0.847723, 1.848325], [-1.124222, 1.304707, 1.227117], [2.687282, 6.066245, 0.938563], [3.886189, 6.459791, 0.340714], [4.357367, 7.743940, 0.574424], [3.707872, 8.613610, 1.334907], [2.556052, 8.262356, 1.886906], [2.006492, 6.997774, 1.722953], [5.682903, -1.204353, -1.732956], [3.242078, -1.120382, -2.288841], [5.191462, 1.842886, 0.967513], [4.106062, 3.796713, 0.472483], [0.098703, 5.168270, 1.113934], [-1.814869, 4.565086, 1.710804], [-4.066943, 1.343185, 2.851141], [-2.299613, -0.220503, 1.969060], [4.428632, 5.805049, -0.328733], [5.285490, 8.088443, 0.134315], [2.056063, 9.020002, 2.478194], [1.086072, 6.744656, 2.232709], [1.347647, -3.318504, -4.495205], [0.683778, -2.317773, -3.689210], [1.025800, -2.097397, -2.462557], [0.494490, -1.113727, -1.879455], [1.963450, -2.847344, -1.876614], [2.372801, -2.472468, -0.597762], [0.941776, -3.195008, -5.492456], [1.123541, -4.318914, -4.126879], [2.422927, -3.140724, -4.515113], [2.241573, -3.739464, -2.260870], [3.387792, -2.471985, -0.566503], [2.035108, -3.151173, 0.076154], [-0.645797, -5.984028, -1.854424], [-1.320248, -4.942323, -2.477456], [-1.520730, -3.744634, -1.805126], [-1.044746, -3.573995, -0.504297], [-0.374297, -4.627345, 0.117234], [-0.176003, -5.825870, -0.555568], [-1.532068, -2.027694, 0.354903], [-3.180285, -2.553991, 0.981024], [-3.414260, -3.868259, 1.387649], [-4.641247, -4.222699, 1.925849], [-5.652030, -3.281376, 2.058776], [-5.438269, -1.981557, 1.627931], [-4.213517, -1.620709, 1.088132], [-0.463525, -1.949533, 1.856586], [-0.685519, -2.614300, 3.056783], [0.173994, -2.381796, 4.123216], [1.240648, -1.502387, 3.982443], [1.448982, -0.829661, 2.784495], [0.596247, -1.028773, 1.694936], [-0.507891, -6.930995, -2.360056], [-1.715020, -5.072346, -3.477769], [-2.091187, -2.950255, -2.276915], [-0.033059, -4.525234, 1.143064], [0.308274, -6.652830, -0.052048], [-2.650972, -4.624182, 1.285084], [-4.805080, -5.246987, 2.233328], [-6.604603, -3.564608, 2.485385], [-6.230945, -1.248480, 1.702028], [-4.075030, -0.607111, 0.736374], [-1.526267, -3.288458, 3.168373], [-0.001216, -2.870639, 5.072517], [1.897638, -1.322355, 4.823707], [2.281693, -0.135899, 2.712356], [-1.310187, 0.772227, -3.657953], [-1.579651, 1.158305, -1.891358], [-3.265332, 0.484017, -1.643062], [-1.963500, 2.950202, -1.958805], [-2.116746, 1.206663, -4.246697], [-1.301064, -0.308207, -3.798114], [-0.357357, 1.174616, -4.002730], [-3.897992, 0.792449, -2.475892], [-3.695982, 0.880269, -0.723056], [-3.253535, -0.603390, -1.594013], [-2.683371, 3.122268, -2.758283], [-1.064326, 3.533847, -2.159664], [-2.407117, 3.286229, -1.023074]],
  "forces_ev_per_angstrom": [[1.1, 0.2, -0.2], [-0.1, 0.2, 0.0], [0.2, 0.5, -0.4], [0.0, 0.5, 0.4], [0.2, -0.1, -0.2], [0.0, 0.0, 0.0], [0.1, 0.0, 0.0], [0.1, 0.2, 0.0], [-0.2, 0.0, 0.0], [0.1, -0.1, 0.0], [-0.1, -0.1, -0.1], [0.2, 0.1, 0.1], [-0.1, 0.3, 0.0], [-0.3, -0.1, 0.1], [0.2, 0.0, -0.1], [-0.2, 0.0, 0.1], [0.0, 0.1, 0.0], [0.1, -0.1, 0.0], [-0.3, 0.3, 0.1], [0.1, 0.2, 0.0], [0.0, -0.1, 0.0], [-0.1, -0.1, 0.0], [0.1, 0.4, 0.0], [0.0, -0.2, -0.1], [0.0, -0.1, 0.0], [0.0, 0.0, -0.1], [0.1, 0.1, 0.0], [-0.1, 0.0, 0.0], [0.0, 0.0, 0.0], [0.1, 0.0, 0.1], [0.0, 0.0, 0.0], [0.0, -0.1, 0.0], [-0.1, 0.1, 0.0], [0.0, 0.0, 0.0], [0.0, 0.0, 0.0], [0.0, -0.1, 0.0], [0.0, 0.0, 0.0], [0.1, -0.2, -0.1], [-0.2, 0.1, 0.0], [0.0, 0.0, -0.1], [0.3, -0.4, -0.4], [-0.2, -0.1, 0.1], [-0.3, -0.8, 0.5], [0.0, 0.0, 0.0], [-0.1, 0.0, 0.1], [0.0, 0.1, 0.0], [-0.1, 0.0, -0.1], [-0.1, -0.1, 0.1], [-0.2, -0.1, 0.1], [0.1, 0.0, 0.1], [0.0, 0.0, -0.1], [0.0, 0.0, 0.1], [0.0, 0.2, -0.1], [0.1, 0.2, 0.1], [0.0, 0.0, 0.0], [0.3, -1.3, 0.8], [-0.1, 0.7, -0.2], [0.1, 0.1, 0.0], [0.0, -0.1, 0.0], [0.0, 0.0, 0.0], [-0.1, 0.1, 0.0], [0.0, -0.1, 0.0], [-0.1, 0.1, -0.3], [0.1, 0.0, 0.0], [-0.1, 0.0, 0.0], [0.1, 0.1, 0.0], [0.2, 0.0, 0.0], [-0.5, -0.4, 0.2], [0.0, 0.0, 0.0], [0.0, 0.0, 0.0], [0.0, 0.0, -0.1], [0.0, 0.0, 0.0], [0.0, 0.0, 0.0], [0.1, -0.1, 0.0], [0.0, 0.0, 0.0], [0.0, 0.0, 0.0], [0.0, 0.0, 0.0], [0.0, -0.1, 0.0], [0.0, 0.0, 0.0], [0.0, 0.0, 0.0], [0.0, 0.0, 0.0], [0.0, 0.0, 0.1], [0.3, -0.1, 0.2], [-1.0, 0.2, -0.6], [0.2, 0.0, 0.0], [0.3, -0.1, 0.2], [0.0, 0.0, 0.0], [0.0, 0.0, 0.0], [0.0, 0.0, 0.0], [0.0, 0.0, 0.0], [0.0, 0.0, 0.0], [0.0, 0.0, 0.0], [0.0, 0.0, 0.0], [0.0, 0.0, 0.0], [0.0, 0.0, 0.0]],
  "orbital_gap_ev": 6.41,
  "mol_weight_g_mol": 831.0,
  "total_charge": 3,
  "e_homo_ev": -15.75,
  "multiplicity": 1
}

=====

[3]
{
  "formula": "C4H7Br2NO2",
  "method": "ωB97M-V/def2-TZVPD",
  "symbols": ["C", "C", "C", "C", "N", "O", "O", "Br", "Br", "H", "H", "H", "H", "H", "H", "H"],
  "xyz": [[-1.100406, 0.649187, 0.902612], [-0.591751, -1.445381, -0.492142], [0.910564, 1.003387, -1.215971], [-0.119158, -0.316309, 0.349240], [1.095000, -0.480795, 1.057184], [1.429176, 0.430251, 1.800988], [1.773131, -1.470644, 0.829569], [1.681526, 2.401711, -0.242898], [-0.459541, 1.455666, -2.413570], [-0.617478, 1.560510, 1.241716], [-1.601249, 0.217494, 1.766939], [-1.856019, 0.889197, 0.162905], [-1.063799, -1.074409, -1.402986], [-1.344296, -2.024971, 0.045197], [0.233069, -2.106749, -0.751626], [1.631231, 0.311855, -1.637158]],
  "forces_ev_per_angstrom": [[0.1, 0.0, 0.4], [0.1, -0.4, 0.1], [-1.0, -1.5, 2.0], [0.2, 2.0, -3.0], [0.6, 0.0, 0.5], [0.0, -0.3, 0.4], [0.3, -0.2, 0.0], [0.1, 0.1, -0.4], [0.0, 0.1, -0.1], [0.0, 0.1, 0.0], [-0.1, -0.1, 0.2], [-0.1, -0.1, -0.2], [0.0, 0.1, 0.1], [-0.1, -0.1, 0.1], [-0.1, 0.1, 0.0], [0.0, 0.1, 0.0]],
  "orbital_gap_ev": [8.27, 8.27],
  "mol_weight_g_mol": 260.9,
  "de_lowest_kj_mol": 186.2,
  "total_charge": 0,
  "e_homo_ev": [-9.17, -9.17],
  "multiplicity": 1
}

=====

[4]
{
  "formula": "C5H10N2O2",
  "method": "ωB97M-V/def2-TZVPD",
  "symbols": ["C", "C", "C", "C", "C", "N", "N", "O", "O", "H", "H", "H", "H", "H", "H", "H", "H", "H", "H"],
  "xyz": [[-0.274102, 1.288168, -0.493012], [0.490020, 2.090261, 0.542504], [0.164488, -0.669543, -0.687702], [-1.465537, -0.062742, 0.798313], [-0.701928, -1.094381, 0.433948], [1.528017, -0.812956, -0.515126], [-0.631896, -2.409714, 0.956506], [-0.286430, -0.990792, -1.933799], [-2.293147, 0.532277, 1.401577], [0.429640, -1.288001, -2.512767], [1.841235, -0.635479, 0.427096], [2.126838, -0.403340, -1.220987], [-0.623169, -2.478680, 1.965360], [-1.337472, -3.028675, 0.575572], [-1.271792, 1.674304, -0.700794], [0.213067, 1.374971, -1.467414], [0.627402, 3.127067, 0.222892], [-0.029701, 2.100228, 1.500706], [1.494465, 1.687028, 0.707125]],
  "forces_ev_per_angstrom": [[1.0, -0.9, -1.4], [-0.1, -0.3, 0.1], [-0.9, 2.2, 1.3], [-1.5, -0.6, 1.4], [0.8, 0.2, -0.4], [0.3, -0.2, -0.1], [-0.5, -0.2, 0.0], [-0.1, -0.2, -0.5], [1.2, -0.2, -0.8], [0.0, 0.1, 0.2], [0.0, -0.1, -0.1], [-0.1, 0.1, 0.1], [0.0, 0.1, -0.1], [0.0, 0.0, 0.1], [-0.2, -0.2, 0.2], [0.1, 0.2, 0.0], [-0.1, 0.0, 0.0], [0.0, 0.1, 0.1], [0.0, 0.0, 0.0]],
  "orbital_gap_ev": 8.99,
  "mol_weight_g_mol": 130.1,
  "de_lowest_kj_mol": 406.8,
  "total_charge": 0,
  "e_homo_ev": -8.33,
  "multiplicity": 1
}

=====

[5]
{
  "formula": "C6H6",
  "method": "ωB97M-V/def2-TZVPD",
  "symbols": ["C", "C", "C", "C", "C", "C", "H", "H", "H", "H", "H", "H"],
  "xyz": [[-1.359372, 1.137177, -0.076668], [-2.099604, -0.022630, 0.190075], [0.035957, 1.013459, 0.051448], [1.173000, 0.555164, 0.093114], [-1.409623, -1.268417, 0.105957], [2.361610, -0.228521, 0.110272], [-1.626386, 2.158649, -0.375835], [-3.238691, -0.105941, 0.134246], [-1.994825, -2.056394, -0.402292], [2.466828, -0.893102, 0.880848], [3.243202, 0.446109, 0.071162], [2.447908, -0.735552, -0.782322]],
  "forces_ev_per_angstrom": [[0.4, 0.1, 0.7], [-0.8, -1.1, -1.6], [2.4, -1.2, -0.3], [-3.0, 1.0, 0.3], [-1.0, 1.2, 0.4], [1.7, 3.3, -0.7], [-1.0, -0.7, 0.3], [1.5, 0.7, 0.3], [0.2, 0.2, 0.2], [0.0, -1.5, 2.2], [-0.3, -0.4, 0.4], [-0.1, -1.4, -2.1]],
  "orbital_gap_ev": [7.73, 7.10],
  "mol_weight_g_mol": 78.1,
  "de_lowest_kj_mol": 654.5,
  "total_charge": 0,
  "e_homo_ev": [-8.55, -7.64],
  "multiplicity": 1
}

=====

[6]
{
  "formula": "C2H10NO3",
  "method": "ωB97M-V/def2-TZVPD",
  "symbols": ["O", "C", "C", "N", "H", "H", "H", "H", "H", "H", "H", "H", "O", "H", "H", "O"],
  "xyz": [[-2.305480, -1.540322, 0.978254], [-1.816891, -1.733247, -0.103412], [-0.361958, -1.434956, -0.652968], [0.430919, -0.498890, 0.248550], [-2.500828, -2.310741, -0.817020], [-0.436463, -1.161823, -1.719168], [0.266948, -2.362863, -0.550832], [0.535428, -0.827895, 1.324726], [-0.122445, 0.401688, 0.449920], [1.255679, -0.211111, -0.270702], [-1.314940, 2.824985, -1.467840], [-1.037696, 3.299863, -0.034650], [-0.943188, 2.535878, -0.649026], [2.882744, 0.815935, 1.855838], [3.023576, 1.344569, 0.408489], [2.444595, 0.858930, 0.999840]],
  "forces_ev_per_angstrom": [[1.7, 0.8, -0.3], [-1.2, -1.4, -0.7], [-0.3, -1.3, 1.9], [-3.1, 1.1, 1.9], [1.2, 0.7, 0.1], [0.4, 0.5, 0.7], [-1.1, 0.4, -0.5], [0.4, 0.3, -3.5], [0.8, -1.1, -0.9], [0.6, -0.1, 1.1], [-0.4, 0.3, -0.8], [0.1, -0.8, -0.7], [0.4, 0.2, 1.6], [0.2, 0.1, -0.1], [0.3, 0.2, 0.1], [0.0, 0.0, 0.1]],
  "orbital_gap_ev": 10.80,
  "mol_weight_g_mol": 96.1,
  "de_lowest_kj_mol": 134.3,
  "total_charge": 1,
  "e_homo_ev": -14.34,
  "multiplicity": 1
}

=====

Copy entry 1 word for word.
{
  "formula": "C6H12O",
  "method": "ωB97M-V/def2-TZVPD",
  "symbols": ["C", "C", "C", "C", "C", "C", "O", "H", "H", "H", "H", "H", "H", "H", "H", "H", "H", "H", "H"],
  "xyz": [[-0.002614, 0.323317, 2.550686], [-0.751715, 0.509354, 1.231775], [-0.316610, -0.476735, 0.139225], [-0.558273, 0.030988, -1.282974], [-0.031515, -0.926131, -2.349503], [2.163926, 1.432791, -0.195483], [2.807349, 0.777455, -0.863678], [-0.402861, 0.977535, 3.332762], [-0.065316, -0.710165, 2.911482], [1.059286, 0.570685, 2.428125], [-1.832090, 0.406524, 1.397503], [-0.592215, 1.538575, 0.882336], [0.748800, -0.719107, 0.260191], [-1.632009, 0.209318, -1.428670], [-0.847743, -1.429978, 0.266279], [-0.262840, -0.569027, -3.358596], [-0.467449, -1.926296, -2.241752], [1.057900, -1.029534, -2.270566], [-0.074011, 1.010431, -1.409144]],
  "forces_ev_per_angstrom": [[0.0, 0.0, 0.0], [-0.1, 0.0, 0.0], [0.0, 0.0, 0.0], [0.0, 0.0, 0.0], [0.0, 0.0, 0.0], [0.9, -0.7, -0.8], [-0.7, 0.8, 0.8], [0.0, -0.1, -0.1], [0.0, 0.1, -0.1], [-0.2, -0.1, 0.0], [0.1, 0.0, 0.0], [0.0, -0.2, 0.0], [-0.1, 0.1, 0.0], [0.1, 0.0, 0.0], [0.1, 0.1, 0.0], [0.0, 0.0, 0.1], [0.0, 0.1, 0.0], [-0.2, 0.0, 0.0], [-0.1, -0.1, 0.0]],
  "orbital_gap_ev": 12.32,
  "mol_weight_g_mol": 100.2,
  "de_lowest_kj_mol": 42.8,
  "total_charge": 0,
  "e_homo_ev": -11.16,
  "multiplicity": 1
}